{
  "formula": "C72H126N6O18",
  "method": "wB97M-V/def2-TZVPD",
  "elements": ["C", "C", "C", "O", "C", "H", "H", "H", "H", "H", "H", "H", "H", "C", "C", "C", "O", "C", "H", "H", "H", "H", "H", "H", "H", "H", "C", "C", "C", "O", "C", "H", "H", "H", "H", "H", "H", "H", "H", "C", "C", "C", "O", "C", "H", "H", "H", "H", "H", "H", "H", "H", "C", "C", "C", "O", "C", "H", "H", "H", "H", "H", "H", "H", "H", "C", "C", "C", "O", "C", "H", "H", "H", "H", "H", "H", "H", "H", "O", "C", "O", "C", "C", "C", "H", "H", "H", "H", "H", "H", "H", "H", "O", "C", "O", "C", "C", "C", "H", "H", "H", "H", "H", "H", "H", "H", "O", "C", "O", "C", "C", "C", "H", "H", "H", "H", "H", "H", "H", "H", "O", "C", "O", "C", "C", "C", "H", "H", "H", "H", "H", "H", "H", "H", "O", "C", "O", "C", "C", "C", "H", "H", "H", "H", "H", "H", "H", "H", "O", "C", "O", "C", "C", "C", "H", "H", "H", "H", "H", "H", "H", "H", "N", "C", "C", "C", "C", "H", "H", "H", "H", "H", "N", "C", "C", "C", "C", "H", "H", "H", "H", "H", "N", "C", "C", "C", "C", "H", "H", "H", "H", "H", "N", "C", "C", "C", "C", "H", "H", "H", "H", "H", "N", "C", "C", "C", "C", "H", "H", "H", "H", "H", "N", "C", "C", "C", "C", "H", "H", "H", "H", "H"],
  "coordinates": [[12.3396, 21.4048, 9.1812], [12.7951, 22.5964, 10.0544], [11.5260, 23.1776, 10.6439], [10.4761, 22.2158, 10.5129], [11.0126, 21.0476, 9.9407], [13.1243, 20.6507, 9.1712], [12.1978, 21.7341, 8.1513], [13.4194, 23.3754, 9.6616], [13.4630, 22.2822, 10.8414], [11.1398, 24.1590, 10.2251], [11.5962, 23.4099, 11.7043], [10.2730, 20.6847, 9.2359], [11.0663, 20.3263, 10.6965], [19.5180, 20.5723, 17.5306], [19.8929, 19.7603, 16.3109], [21.4289, 19.5218, 16.4997], [21.7725, 20.1647, 17.6911], [20.8673, 21.2123, 17.9323], [19.0750, 20.0432, 18.3447], [18.8143, 21.4228, 17.4580], [19.7035, 20.2268, 15.3475], [19.2807, 18.8703, 16.2629], [22.0158, 19.9683, 15.7208], [21.6060, 18.4664, 16.5716], [21.1317, 22.0012, 17.2824], [20.9090, 21.4950, 18.9938], [20.8233, 14.4981, 19.0589], [22.0054, 15.4059, 19.4789], [21.6802, 16.6951, 18.7576], [20.6666, 16.4596, 17.7729], [20.5020, 15.0062, 17.6360], [19.9000, 14.7569, 19.6261], [20.9408, 13.4027, 19.0872], [22.9496, 14.9800, 19.1606], [22.0578, 15.5079, 20.5348], [22.5954, 17.0287, 18.2972], [21.3595, 17.4960, 19.3423], [21.2481, 14.5669, 16.9663], [19.4495, 14.8254, 17.4050], [9.8614, 22.9532, 15.4448], [9.5706, 22.3294, 14.0475], [10.8628, 21.7012, 13.7108], [11.8592, 22.4949, 14.2385], [11.3992, 22.9492, 15.4631], [9.4511, 22.3127, 16.2476], [9.5138, 23.9954, 15.4038], [9.2160, 23.0379, 13.3279], [8.8160, 21.5585, 14.0126], [11.0607, 21.5964, 12.6470], [11.0253, 20.7455, 14.1343], [11.7990, 23.9381, 15.6819], [11.7856, 22.4108, 16.3445], [11.3540, 16.7037, 15.1129], [10.5196, 18.0150, 14.9355], [10.3801, 18.1252, 13.3966], [10.3167, 16.7766, 12.8930], [11.0638, 15.9739, 13.7861], [11.0557, 16.2093, 16.0485], [12.4296, 16.8929, 15.1393], [11.0127, 18.9193, 15.3861], [9.4911, 17.8644, 15.3864], [11.2888, 18.6525, 13.1098], [9.4938, 18.6252, 13.0670], [11.9682, 15.6090, 13.3179], [10.5116, 15.0859, 13.9966], [15.0351, 16.2949, 13.6028], [16.0571, 15.8159, 12.5651], [16.9376, 14.7676, 13.3034], [16.6115, 14.9961, 14.7177], [15.9482, 16.2564, 14.8222], [14.2973, 15.4876, 13.7350], [14.5490, 17.2169, 13.3436], [16.6987, 16.6534, 12.3255], [15.6714, 15.4366, 11.6971], [18.0428, 14.8052, 13.1874], [16.6162, 13.7409, 13.0672], [16.6997, 17.0203, 14.8873], [15.3074, 16.2120, 15.7307], [9.8286, 12.7835, 12.1290], [10.5129, 13.1781, 11.2470], [10.2099, 14.2254, 10.4567], [8.9505, 14.9014, 10.6069], [7.9410, 14.5336, 9.5151], [11.8884, 12.6887, 10.8828], [9.0770, 15.9708, 10.6487], [8.5369, 14.5957, 11.6253], [7.0454, 14.9707, 9.8201], [7.7906, 13.4392, 9.6766], [8.3710, 14.8390, 8.5727], [12.0326, 11.7927, 11.4569], [12.5743, 13.4896, 11.1435], [11.8819, 12.5861, 9.7970], [17.6324, 19.7249, 10.7490], [18.0335, 20.8332, 10.8444], [17.9042, 21.7462, 9.8456], [17.7640, 21.1860, 8.5340], [16.3983, 21.4677, 7.8150], [18.7098, 21.4821, 12.0193], [18.0052, 20.1382, 8.5572], [18.5027, 21.6622, 7.9204], [16.4441, 20.9945, 6.7982], [16.2408, 22.5868, 7.7481], [15.5176, 21.0248, 8.3382], [19.0953, 20.7533, 12.6931], [18.0047, 22.1434, 12.5275], [19.4968, 22.0971, 11.5791], [24.6033, 15.1459, 16.8881], [24.4524, 15.8618, 15.9235], [24.0735, 15.5112, 14.7378], [23.8215, 14.0654, 14.6120], [23.3821, 13.9252, 13.1761], [24.4944, 17.3393, 16.0382], [23.1001, 13.8266, 15.3498], [24.7684, 13.5335, 14.8532], [24.1543, 14.5204, 12.6103], [22.3490, 14.2540, 12.9170], [23.6396, 12.8992, 12.8896], [23.5471, 17.8123, 15.9819], [25.0816, 17.7115, 15.2319], [24.8999, 17.6968, 17.0011], [20.6768, 19.1814, 11.5037], [20.2009, 18.1216, 11.1697], [20.0166, 17.1054, 12.1112], [20.3691, 17.3779, 13.4307], [19.9204, 16.3313, 14.4248], [19.9611, 17.6708, 9.7910], [19.9291, 18.2999, 13.7534], [21.4560, 17.5096, 13.5005], [18.8640, 16.4010, 14.6029], [20.3977, 16.4625, 15.4131], [20.2001, 15.3237, 14.1611], [18.8906, 17.5484, 9.6126], [20.4237, 16.6914, 9.6062], [20.4198, 18.3837, 9.1084], [14.7468, 16.5817, 18.7767], [15.7729, 16.9353, 18.2662], [16.0180, 18.1023, 17.7227], [14.8972, 19.0594, 17.5577], [13.8712, 18.5738, 16.5847], [16.9697, 16.0972, 18.1413], [15.3451, 20.0323, 17.3245], [14.4792, 19.1567, 18.5871], [14.3436, 18.3252, 15.6714], [13.1775, 19.3633, 16.4039], [13.4678, 17.6496, 17.0045], [17.4156, 16.4705, 17.2049], [16.5854, 15.0309, 17.9492], [17.6130, 16.2726, 18.9728], [17.7119, 22.7687, 19.3272], [16.7708, 23.0845, 20.0156], [16.0209, 22.1618, 20.5942], [16.6272, 20.8790, 20.6531], [15.9309, 20.0598, 21.7374], [16.2452, 24.5179, 20.1789], [17.6599, 21.0429, 20.9330], [16.5899, 20.5411, 19.6280], [16.1494, 20.5624, 22.6848], [16.4676, 19.1054, 21.8007], [14.8932, 19.9437, 21.6301], [17.0701, 25.1504, 20.4852], [15.4396, 24.5722, 20.8676], [15.9680, 24.8199, 19.2085], [18.1722, 12.7163, 15.4546], [19.2165, 12.5287, 14.5916], [20.0478, 11.5974, 15.2267], [19.4545, 11.2402, 16.4499], [18.2746, 11.9766, 16.5308], [17.5024, 13.5331, 15.3752], [19.2767, 12.9278, 13.6369], [20.9541, 11.1963, 14.8655], [19.6932, 10.4843, 17.1617], [17.5711, 11.9004, 17.3259], [14.7971, 20.3081, 13.4589], [14.8919, 21.3873, 14.2797], [16.0680, 21.3237, 14.9812], [16.7213, 20.1698, 14.5703], [15.9235, 19.5460, 13.6554], [14.1215, 20.0152, 12.7735], [14.0402, 22.0451, 14.4087], [16.3611, 22.0332, 15.7136], [17.7169, 19.8040, 14.7267], [16.0973, 18.6800, 13.1002], [17.6047, 12.1861, 10.6281], [17.3539, 13.3313, 9.8790], [18.4366, 14.1819, 10.0385], [19.3377, 13.5092, 10.9004], [18.8361, 12.2664, 11.2262], [16.8877, 11.5222, 10.8290], [16.4655, 13.5714, 9.3267], [18.4631, 15.1557, 9.6242], [20.2694, 13.8229, 11.3135], [19.1579, 11.4623, 11.8905], [13.4966, 16.2743, 9.1324], [12.8491, 16.8711, 10.1550], [13.6170, 17.9839, 10.4447], [14.7903, 17.9641, 9.6811], [14.6979, 16.8745, 8.9091], [13.1355, 15.4967, 8.6150], [11.8773, 16.5132, 10.3530], [13.2359, 18.7950, 11.1318], [15.5527, 18.7305, 9.7813], [15.4130, 16.5096, 8.1650], [12.1859, 13.6120, 17.0417], [13.4815, 13.9677, 17.0192], [13.9960, 13.5948, 15.7723], [12.9305, 12.9393, 15.0701], [11.8111, 13.0257, 15.8611], [11.5902, 13.7857, 17.8267], [13.8374, 14.5519, 17.8493], [14.9918, 13.5929, 15.4773], [12.9695, 12.4651, 14.0890], [10.8188, 12.6110, 15.7445], [16.9341, 10.3763, 13.2414], [15.6709, 10.7402, 12.8867], [15.3179, 9.9789, 11.7736], [16.4290, 9.1428, 11.4471], [17.3905, 9.4306, 12.3318], [17.5057, 10.7476, 13.9547], [15.0124, 11.3354, 13.4558], [14.2989, 9.9244, 11.4476], [16.5063, 8.4393, 10.6526], [18.4198, 9.0971, 12.3660]],
  "forces_ev_per_a": [[-0.03, 0.96, 1.15], [0.10, 0.13, 0.41], [-1.28, 1.56, 0.41], [0.47, 0.51, -0.38], [-0.12, 0.46, -2.35], [-0.33, -0.34, 0.10], [-0.45, -0.13, 0.06], [0.02, 0.39, -1.18], [-0.09, -0.72, 0.66], [0.66, -1.12, -0.20], [0.46, -0.07, 0.27], [-0.18, -0.20, -0.24], [0.82, -1.41, 1.18], [0.00, 2.74, 0.15], [0.07, -0.12, -0.34], [-1.51, 0.17, 0.02], [1.17, -0.60, 1.23], [-1.03, -1.83, 0.78], [0.15, -1.01, 0.55], [0.05, -0.45, -0.81], [0.05, 0.61, 0.07], [0.23, -0.65, 0.19], [0.21, 0.10, -0.91], [0.39, -0.52, 0.16], [0.03, 1.44, -0.64], [0.13, 0.04, -0.42], [-1.07, 0.36, -0.27], [-1.03, -1.18, -0.49], [0.84, -0.66, -1.13], [0.00, -1.35, -0.27], [0.50, 0.73, 1.57], [0.71, -0.25, 0.12], [0.29, 0.49, 0.09], [0.15, -0.01, -0.29], [-0.03, 0.23, 0.99], [0.39, 0.32, -0.60], [-0.74, 1.17, 1.30], [-0.37, 0.21, -0.52], [0.36, -0.11, -0.56], [-0.16, -0.22, -0.94], [-0.81, -0.47, 0.79], [0.72, -0.47, -1.82], [1.37, 1.25, 0.02], [0.05, 0.98, 2.05], [0.01, 0.79, -0.29], [-0.25, -0.52, 0.69], [0.28, 0.71, -0.48], [-0.49, -0.26, 0.50], [-0.21, 0.05, -0.13], [-0.54, -1.46, 0.63], [0.01, 0.34, -0.51], [-0.06, -0.75, -0.42], [-0.25, 1.12, -0.63], [-0.73, -0.15, 0.34], [0.61, -0.74, 1.17], [0.19, 1.25, 0.60], [0.10, -1.03, 0.71], [0.15, -0.23, -0.58], [-0.18, 0.20, 0.26], [-0.59, -0.87, -0.39], [1.17, 0.28, -0.32], [0.15, 0.01, -0.84], [-0.40, 0.48, -0.25], [0.54, 0.23, -0.25], [-0.73, -0.74, -0.03], [1.03, -1.59, -0.16], [1.74, 0.72, 1.88], [-0.72, 0.00, 0.53], [0.44, -0.16, -0.50], [-1.62, -0.91, 0.96], [-0.06, 0.42, 0.10], [-0.12, 0.40, 0.03], [0.21, 0.36, -0.38], [-1.09, -0.93, -2.26], [-0.84, 0.40, -0.28], [0.08, 0.19, 0.03], [0.12, 0.83, -0.02], [0.73, 0.11, -0.29], [-0.91, -0.73, 1.03], [0.85, 1.08, -0.67], [-0.19, 0.76, -0.80], [-1.31, -0.89, 1.91], [2.31, -1.93, 1.55], [-0.99, 0.50, -0.12], [0.71, 0.28, -0.05], [0.47, 0.44, -1.29], [-1.61, 1.10, -0.15], [0.09, 0.61, -0.96], [-0.53, -0.20, -0.50], [0.54, -0.45, -0.11], [0.30, -0.08, 0.11], [0.37, -0.42, 0.12], [-0.42, -1.94, -0.03], [0.19, 2.00, 0.48], [0.06, -0.25, -0.48], [-1.34, 0.49, -0.86], [0.12, 0.13, 0.55], [-0.29, 0.59, -0.80], [-0.18, -0.48, 0.10], [0.61, 0.40, -0.18], [-0.02, 0.64, 0.82], [0.14, -1.30, -0.12], [0.72, 0.28, -0.23], [0.24, -0.46, 0.42], [-0.03, -0.08, -0.01], [0.10, -0.04, 0.39], [0.21, -0.74, -0.40], [-0.65, 1.45, 2.60], [-0.20, -1.65, -1.05], [0.83, 1.12, -0.71], [1.47, -0.08, -0.68], [1.22, 0.72, 1.07], [-0.79, -0.46, 0.65], [-0.67, 0.29, -0.33], [-1.08, -0.33, 0.22], [0.85, -0.38, 0.37], [-0.80, -0.01, -0.23], [-1.16, 0.02, -0.38], [0.53, 0.59, -0.64], [0.11, -0.53, -0.47], [-0.53, -0.34, -0.36], [1.34, -0.49, 2.42], [-0.79, 0.11, -2.21], [1.06, 0.36, 1.43], [0.55, -0.08, 0.41], [-0.15, -0.63, -0.77], [-0.21, 0.84, 0.00], [-0.04, 0.01, -0.12], [-0.63, -0.22, -0.03], [-0.07, 0.47, -0.48], [-0.09, -0.47, -0.45], [0.05, 0.20, -0.06], [-0.10, 0.21, 0.27], [-0.30, 0.09, 0.01], [-1.14, 0.12, 0.36], [0.01, -0.31, 0.38], [-0.74, 2.14, -1.08], [0.60, 0.02, 2.11], [0.68, -0.64, 1.01], [-0.59, -1.65, -2.18], [0.13, -0.51, -0.30], [-0.04, -0.03, -0.70], [0.53, -0.10, -1.16], [-0.85, 0.33, -0.03], [-0.55, 0.33, -0.18], [0.51, -0.51, 0.51], [1.02, 1.38, 0.77], [0.63, -0.38, 0.57], [0.36, 0.61, 0.17], [-0.20, 0.64, -0.93], [-0.79, 0.85, 1.29], [-0.39, -0.22, 0.22], [2.37, 0.37, 0.01], [1.41, -1.44, 0.33], [0.33, -0.27, -0.08], [0.09, -0.92, -0.10], [-0.27, -0.01, -0.02], [-0.45, -0.05, -0.09], [-1.33, -0.26, -0.35], [0.12, 0.07, 0.13], [-0.69, 0.05, 0.52], [-0.55, 0.53, -1.15], [-2.02, 3.18, -2.06], [0.95, -1.74, 2.48], [-0.75, 0.47, -0.35], [-1.28, 0.57, -0.13], [1.60, -2.02, 1.74], [0.83, -1.24, -0.04], [0.00, 0.99, -1.27], [0.76, -0.28, -0.55], [0.54, -0.27, 0.21], [-0.59, 0.43, 0.19], [1.03, -1.13, 0.12], [-1.26, 0.82, 0.38], [-0.73, 0.58, -0.13], [0.67, -1.30, -0.82], [-0.28, 1.00, 0.16], [-0.34, 0.56, 0.25], [0.29, 0.03, -0.23], [0.30, 0.43, 0.42], [0.16, 0.09, 0.62], [0.27, -0.98, -0.84], [-0.30, 1.09, -1.07], [1.24, 0.13, 0.97], [-0.81, -1.43, 0.47], [0.59, -0.58, 0.35], [-1.05, 0.46, -0.22], [-0.19, -0.67, 0.05], [-0.35, -0.54, 0.06], [0.35, 0.63, -0.23], [0.50, 0.53, -0.13], [0.07, 0.53, -0.42], [0.73, -1.18, -0.29], [0.62, 1.18, -0.95], [-2.11, 1.10, 2.29], [0.17, 1.58, 1.15], [0.97, -1.06, -2.09], [0.09, -0.23, 0.02], [-0.89, 0.06, 0.78], [0.76, -1.05, -0.75], [0.16, -0.46, -0.29], [-0.53, 0.03, 0.32], [-0.88, -0.09, -0.29], [0.75, 0.19, -1.09], [-1.93, -0.70, 1.28], [0.06, 0.45, 0.02], [-0.07, -0.57, 0.26], [-0.23, 0.02, 0.02], [0.54, -0.06, -0.01], [1.47, 0.40, -0.45], [0.00, 0.24, 0.35], [0.14, 0.15, -0.11], [-0.20, -0.86, -1.50], [0.01, -1.55, -1.19], [0.05, 0.29, 1.11], [-1.31, 0.43, -0.43], [1.43, 0.62, 1.46], [0.47, 0.59, 0.84], [-0.18, 0.73, 0.68], [-0.12, 0.03, -0.53], [-0.01, -0.29, -0.39], [-0.19, -0.05, 0.16]],
  "largest_force_ha_per_bohr": 0.084,
  "gap_ev": 8.62,
  "energy_ev": -122498.6439,
  "total_charge": 0
}